C38H43AsAuGeO2S2 | wB97M-V/def2-TZVPD

## Properties
HOMO energy (alpha / beta), eV: -3.7 / -4.7
Net charge: -1
Expectation value of S²: 2.017
Energy relative to the best compared isomer or geometry (same formula, charge and spin), kcal/mol: 0.0
Spin multiplicity: 3
Gap between HOMO and LUMO (alpha / beta), eV: 6.320 / 7.025

Geometry as XYZ:
```
88
C38H43AsAuGeO2S2 | the Open Molecules 2025 dataset | wB97M-V/def2-TZVPD
Au 1.1343 0.6934 1.0456
As 0.0638 2.9387 0.0173
Ge 3.0454 -0.8215 -1.6540
S -0.5395 1.1308 2.7426
S -0.8256 -2.5674 -1.5635
O -1.3555 -2.8678 -2.9280
O 1.3096 -1.3771 1.8205
C 0.5555 6.9275 -2.5302
C -3.1202 -1.0503 1.3975
C -4.5963 -2.0476 -0.2272
C 1.8786 -0.9530 4.1406
C 3.6630 -1.2116 2.4155
C 2.2434 -3.1618 3.0435
C -2.5742 1.9041 -0.7721
C 2.6036 0.5468 -0.3752
C -0.7203 1.2579 -2.1602
C -2.6664 4.4313 3.5546
C -2.4861 5.2580 2.4508
C 4.9308 -0.5896 -2.1910
C -1.5740 0.5314 -2.9767
C -0.3800 5.9851 -2.9312
C -2.0179 -1.4250 0.6380
C -0.0102 -4.2214 0.4999
C -1.0608 3.5729 1.4582
C 0.2084 4.5786 -1.0618
C 1.1551 5.5237 -0.6735
C 2.0232 -0.6955 -3.3350
C 2.8109 -2.6286 -0.9343
C 2.2493 -1.6438 2.8244
C -1.2175 1.9584 -1.0646
C -0.5453 -4.1623 -0.7795
C -2.0530 3.1950 3.6100
C -0.8355 -5.3040 -1.5043
C -0.5550 4.8161 -2.1999
C 1.3233 6.6952 -1.3961
C -3.5060 -2.4217 -0.9952
C -3.4288 1.1694 -1.5847
C -1.2357 2.7299 2.5663
C -1.6833 4.8189 1.4111
C -2.2324 -2.1090 -0.5465
C -0.6089 -6.5455 -0.9239
C -2.9318 0.4908 -2.6876
C -0.0921 -6.6264 0.3607
C 0.2085 -5.4675 1.0675
C -4.4019 -1.3606 0.9670
H -1.0157 -1.1851 0.9818
H -3.6170 -2.9326 -1.9440
H 0.9688 -0.9276 -3.1909
H 0.6287 -5.5302 2.0628
H 2.4488 -3.3238 -1.6948
H 0.2534 -3.3154 1.0424
H 3.6958 -0.1302 2.2684
H 1.7650 5.3420 0.2052
H -2.9638 6.2282 2.3996
H 2.1002 -2.5742 -0.1104
H 2.1098 0.3057 -3.7628
H 2.0590 7.4240 -1.0789
H 0.8661 -1.2346 4.4370
H 0.3456 1.2643 -2.3610
H 1.8961 0.1310 4.0190
H -5.2566 -1.0581 1.5602
H -2.9627 2.4238 0.0959
H -0.9808 6.1587 -3.8157
H 0.6900 7.8383 -3.1003
H 5.5867 -0.6794 -1.3235
H 2.4295 -1.4117 -4.0530
H -1.2921 4.0889 -2.5183
H 4.3969 -1.4839 3.1805
H 2.5195 -3.6717 2.1180
H -5.5993 -2.2822 -0.5633
H 0.0875 -7.5948 0.8113
H -1.5419 5.4541 0.5448
H 3.2268 1.4422 -0.4472
H 1.2414 -3.4840 3.3375
H 2.5740 -1.2270 4.9407
H 2.9468 -3.4545 3.8285
H -1.1797 -0.0324 -3.8129
H -3.2889 4.7550 4.3808
H 3.9421 -1.6864 1.4738
H 3.7576 -3.0073 -0.5431
H -0.8337 -7.4485 -1.4780
H -3.5953 -0.1010 -3.3055
H 5.2226 -1.3439 -2.9249
H -1.2333 -5.1994 -2.5057
H -4.4823 1.1092 -1.3406
H 5.0809 0.3974 -2.6327
H -2.1917 2.5554 4.4733
H -2.9577 -0.4930 2.3111
```

C9H15N2O | wB97M-V/def2-TZVPD

## Properties
HOMO energy (alpha / beta), eV: -9.3 / -13.9
Net charge: +1
Expectation value of S²: 2.017
Energy relative to the best compared isomer or geometry (same formula, charge and spin), kcal/mol: 0.0
Spin multiplicity: 3
Gap between HOMO and LUMO (alpha / beta), eV: 6.555 / 9.485

Geometry as XYZ:
```
27
C9H15N2O | the Open Molecules 2025 dataset | wB97M-V/def2-TZVPD
O 1.6091 2.6055 1.8172
N -0.9943 -0.3559 0.2759
N -2.3076 -0.5770 -1.4773
C 0.0374 -0.4262 1.1515
C -2.8173 -1.0275 -2.7424
C -2.1542 0.3579 0.5012
C 2.6594 0.9519 0.3322
C 1.6594 1.9787 0.6601
C 2.5578 -0.3217 1.2072
C 1.3050 -1.1464 0.8779
C -2.9567 0.2130 -0.5883
C -1.1171 -0.9173 -0.9417
H 1.3614 -1.4624 -0.1623
H -3.9332 0.6055 -0.7871
H 0.9460 2.3452 -0.0603
H 3.4420 -0.9342 1.0271
H 2.5477 -0.0510 2.2648
H -2.3075 0.9171 1.3996
H -3.4697 -1.8932 -2.6101
H -0.4041 -1.5536 -1.4207
H -3.3893 -0.2300 -3.2128
H 3.6605 1.3611 0.5050
H 2.5728 0.6794 -0.7178
H 2.2882 2.2973 2.4378
H 1.3580 -2.0407 1.5112
H -0.1619 -0.0653 2.1444
H -1.9919 -1.3105 -3.3924
```